1.
{
  "formula": "C18H14BrN4O6PdS4Sb",
  "method": "ωB97M-V/def2-TZVPD",
  "total_charge": -1,
  "gap_ha": [0.283, 0.229],
  "spin_multiplicity": 2,
  "lumo_ev": [2.09, 0.63],
  "relative_energy_kj_mol": 0.0,
  "species": ["H", "N", "N", "S", "O", "C", "N", "H", "H", "C", "H", "N", "C", "H", "C", "S", "C", "C", "S", "O", "H", "C", "H", "H", "C", "H", "S", "C", "H", "Pd", "H", "O", "O", "Sb", "C", "C", "C", "Br", "C", "C", "C", "H", "C", "C", "O", "C", "H", "H", "O"],
  "positions_angstrom": [[-1.282, -0.797, -5.387], [-0.235, -1.818, -1.837], [2.036, -1.291, -2.289], [2.812, -2.435, 0.957], [-0.187, -1.048, 1.100], [-1.425, 0.940, 2.626], [-2.564, -3.822, 1.213], [2.400, 0.435, 0.400], [-2.995, -1.543, -3.716], [-1.514, -1.869, -2.207], [-1.179, 4.641, 0.199], [-1.861, 1.957, 3.368], [-1.520, 0.605, 5.294], [-1.057, 3.595, 1.623], [0.695, -1.392, -2.712], [2.778, 0.155, -2.415], [0.287, 3.076, 0.012], [-1.083, -0.457, 4.527], [5.078, -3.290, -2.412], [-1.682, -4.409, 0.691], [1.090, 2.060, 1.724], [-0.488, 4.077, 0.826], [-1.388, 1.089, 1.554], [-0.360, 3.846, -1.880], [-1.900, 1.790, 4.686], [0.192, 4.790, 1.299], [1.396, -4.324, -1.364], [-0.551, -1.413, 2.272], [1.000, 2.247, -3.210], [0.615, -2.581, -0.032], [1.113, -0.721, -4.692], [2.782, 0.648, -3.767], [-3.085, -2.771, 1.014], [3.196, -2.848, -1.300], [0.998, 2.210, -2.129], [1.070, 2.109, 0.641], [1.778, 1.268, -1.477], [-1.615, 0.460, 7.182], [0.337, -1.034, -4.011], [1.809, 1.198, -0.091], [0.251, 3.105, -1.378], [-0.793, -1.407, 4.955], [-0.993, -1.077, -4.382], [-1.022, -0.279, 3.154], [-0.556, -2.555, 2.723], [-1.945, -1.495, -3.465], [-2.207, -2.214, -1.451], [-2.247, 2.626, 5.282], [4.023, -0.037, -1.721]],
  "atomic_forces_ev_per_a": [[0.01, 0.00, 0.00], [0.00, -0.01, -0.02], [-0.14, 0.00, -0.01], [-0.03, 0.00, 0.02], [0.00, -0.02, 0.05], [0.01, 0.01, 0.00], [0.02, 0.08, 0.02], [0.01, -0.01, 0.01], [0.00, 0.00, 0.01], [-0.02, 0.00, -0.02], [0.00, 0.00, 0.00], [-0.01, 0.00, 0.01], [0.00, 0.00, -0.01], [0.01, 0.00, -0.01], [0.10, 0.01, -0.06], [0.07, 0.01, 0.06], [-0.01, 0.01, -0.01], [-0.01, 0.00, 0.00], [-0.06, 0.05, 0.03], [-0.03, -0.08, -0.05], [0.01, 0.00, 0.00], [-0.01, -0.01, -0.01], [0.00, -0.01, 0.00], [0.00, 0.00, 0.00], [0.00, -0.01, 0.00], [0.00, 0.00, 0.01], [-0.05, 0.04, -0.02], [0.03, 0.02, 0.00], [0.00, -0.01, 0.00], [0.14, 0.02, 0.09], [-0.01, -0.01, 0.00], [0.00, -0.02, -0.02], [-0.01, -0.04, -0.02], [0.05, -0.10, -0.01], [0.01, -0.01, 0.01], [0.00, 0.00, 0.01], [-0.01, 0.02, -0.03], [0.00, 0.00, 0.00], [-0.04, 0.02, -0.03], [-0.01, -0.01, -0.01], [0.01, 0.01, 0.00], [0.00, 0.00, 0.00], [0.03, 0.02, -0.02], [-0.05, 0.00, -0.03], [0.04, 0.02, 0.02], [-0.03, -0.01, 0.04], [-0.01, 0.00, 0.00], [0.00, 0.00, 0.00], [-0.01, 0.02, -0.02]],
  "mulliken_charge": [0.413, 0.705, -0.045, -0.507, -0.410, -0.490, 0.593, 0.331, 0.434, -0.439, 0.349, -0.556, -0.014, 0.164, -0.069, 1.175, 0.739, -0.295, -0.586, -0.246, 0.404, -1.197, 0.793, 0.319, -0.298, 0.310, -0.505, 0.521, 0.503, 0.249, 0.532, -0.719, -0.319, 0.861, -0.465, -0.390, 0.035, -0.219, -0.478, -0.127, -0.839, 0.546, -0.444, 0.252, -0.721, -0.758, 0.271, 0.382, -0.746]
}

=====

2.
{
  "formula": "C18H14Cl3MoN6O10",
  "method": "ωB97M-V/def2-TZVPD",
  "total_charge": 1,
  "gap_ha": [0.278, 0.280],
  "spin_multiplicity": 3,
  "lumo_ev": [-3.97, -4.04],
  "relative_energy_kj_mol": 21.0,
  "species": ["O", "C", "C", "C", "C", "Cl", "C", "O", "O", "C", "C", "O", "Cl", "C", "H", "N", "H", "N", "C", "H", "C", "H", "C", "H", "H", "Cl", "C", "H", "N", "C", "O", "N", "C", "O", "H", "H", "O", "N", "C", "H", "H", "C", "O", "N", "O", "C", "H", "H", "Mo", "O", "C", "H"],
  "positions_angstrom": [[0.873, -5.910, 0.398], [-1.919, -2.623, -1.394], [2.414, -1.504, -0.190], [0.003, -1.572, 2.519], [1.437, -1.532, 2.977], [0.466, 7.343, 1.715], [-0.748, 3.037, 1.143], [-3.146, -0.772, -2.244], [0.998, -3.888, 1.123], [-1.696, 4.055, 1.081], [-1.322, 5.377, 1.261], [-1.068, 1.742, 1.004], [1.702, 2.066, 1.415], [0.573, 3.401, 1.376], [-0.092, -2.332, -0.294], [-0.118, 3.077, -3.364], [-3.658, -3.243, -2.469], [1.065, 3.281, -2.825], [3.028, -1.496, 1.196], [2.556, 4.537, -2.684], [0.008, 5.692, 1.502], [-2.068, 6.157, 1.210], [0.980, 4.705, 1.564], [2.016, 4.950, 1.748], [1.771, -2.566, 3.091], [-3.337, 3.643, 0.758], [-0.623, -4.375, -0.437], [-3.247, -5.662, -2.092], [1.993, 4.109, -3.411], [-0.815, -3.030, -0.669], [-0.487, -0.938, 1.587], [0.509, -4.764, 0.417], [-2.566, -4.927, -1.688], [-1.312, -0.302, -1.103], [3.999, -1.004, 1.121], [-1.667, -2.303, 2.980], [2.261, -0.772, 2.147], [0.253, 1.848, -1.590], [-1.469, -5.342, -0.945], [-1.272, -6.387, -0.752], [-1.601, 1.718, -2.658], [-2.207, -1.178, -1.627], [-0.741, -2.335, 3.276], [1.340, 2.582, -1.780], [1.578, -0.480, -0.446], [-0.624, 2.161, -2.557], [1.424, -1.074, 3.971], [3.184, -2.532, 1.498], [-0.017, 0.451, 0.022], [2.696, -2.314, -1.020], [-2.799, -3.577, -1.904], [1.492, 4.803, -3.955]],
  "atomic_forces_ev_per_a": [[0.01, -0.03, 0.00], [0.03, 0.00, -0.01], [0.00, -0.01, -0.04], [-0.03, -0.01, 0.07], [0.02, 0.01, 0.02], [0.01, 0.01, 0.01], [0.03, -0.01, 0.01], [0.01, 0.01, 0.01], [0.01, 0.00, 0.00], [-0.04, 0.00, 0.00], [0.03, 0.03, 0.00], [0.09, -0.14, -0.06], [-0.05, 0.02, 0.00], [-0.02, 0.02, 0.00], [0.00, 0.00, 0.00], [-0.03, 0.02, 0.04], [0.00, -0.01, 0.00], [-0.02, -0.04, 0.01], [-0.02, 0.00, 0.02], [0.00, -0.01, 0.00], [-0.06, -0.03, -0.01], [0.00, 0.00, 0.00], [0.06, -0.01, -0.01], [-0.01, 0.00, 0.01], [0.01, 0.01, 0.01], [0.03, 0.01, 0.00], [-0.02, 0.00, -0.02], [0.00, 0.00, 0.00], [0.03, 0.05, -0.01], [0.02, 0.03, 0.00], [0.02, 0.04, -0.02], [-0.02, 0.02, 0.00], [0.00, 0.01, 0.00], [0.05, -0.05, -0.03], [0.00, 0.00, 0.00], [0.01, 0.00, 0.00], [0.00, -0.02, 0.01], [0.02, 0.07, 0.02], [0.01, -0.02, 0.01], [-0.01, 0.00, 0.00], [0.00, 0.00, -0.01], [-0.06, -0.03, -0.01], [-0.01, 0.02, -0.03], [0.00, -0.01, 0.00], [0.07, 0.01, 0.01], [-0.01, -0.02, -0.05], [0.00, -0.01, 0.00], [0.01, 0.00, -0.01], [-0.14, 0.07, 0.06], [-0.03, 0.01, 0.00], [0.00, 0.02, 0.00], [-0.01, -0.02, 0.00]],
  "mulliken_charge": [-0.569, 0.062, 0.415, 0.619, -0.681, -0.186, -0.221, -0.566, -0.510, 0.619, -0.697, -0.581, -0.067, 0.959, -0.056, -0.874, 0.528, 1.210, -0.533, 0.298, 0.434, 0.463, -1.114, 0.496, 0.467, -0.164, -0.099, 0.419, -0.603, 1.201, -0.414, 0.944, -0.556, -0.283, 0.438, 0.426, -0.499, 0.542, -0.754, 0.515, 0.603, 0.044, -0.487, -0.641, -0.486, -0.510, 0.495, 0.403, 1.523, -0.535, -0.760, 0.324]
}

=====

3.
{
  "formula": "C18H14ClFN2O2",
  "method": "ωB97M-V/def2-TZVPD",
  "gap_ha": 0.354,
  "smiles": "Cc1onc(-c2ccccc2Cl)c1C(=O)NCc1ccc(F)cc1",
  "spin_multiplicity": 1,
  "lumo_ev": 0.52,
  "species": ["C", "C", "C", "N", "C", "C", "H", "H", "C", "C", "N", "C", "O", "H", "H", "H", "C", "H", "H", "H", "H", "H", "O", "C", "H", "C", "C", "H", "C", "F", "C", "C", "H", "Cl", "H", "C", "C", "C"],
  "positions_angstrom": [[3.063, -1.732, 0.604], [1.246, -2.317, -1.039], [-1.938, 3.952, -0.656], [-0.030, -2.091, -0.379], [3.350, 0.786, -0.528], [-0.596, 4.131, -0.365], [-0.104, 5.060, -0.611], [-2.433, -3.573, -0.285], [2.298, -1.380, -0.501], [0.123, 3.121, 0.252], [-3.605, 0.303, 1.183], [-2.492, 0.438, 0.513], [-0.641, -0.418, -1.782], [1.164, 3.255, 0.500], [-2.500, 4.745, -1.127], [1.530, -3.360, -0.886], [-1.849, 1.722, 0.249], [2.950, -2.712, 1.046], [3.474, 1.771, -0.951], [1.835, 0.167, -1.902], [1.086, -2.129, -2.103], [-2.772, -3.645, 1.455], [-3.892, -1.019, 1.232], [-2.941, -1.714, 0.588], [-0.119, -2.425, 0.568], [3.973, -0.843, 1.147], [-3.067, -3.189, 0.509], [-3.603, 2.600, -0.577], [-2.560, 2.756, -0.350], [4.983, 1.284, 1.096], [4.100, 0.407, 0.570], [-0.831, -1.067, -0.774], [-4.103, -3.460, 0.317], [0.392, 0.705, 1.389], [4.572, -1.103, 2.004], [-2.004, -0.841, 0.099], [-0.507, 1.928, 0.557], [2.447, -0.116, -1.060]],
  "atomic_forces_ev_per_a": [[-0.08, 0.09, -0.18], [0.03, 0.15, -0.08], [-0.03, 0.09, -0.03], [0.04, -0.36, -0.04], [0.19, 0.03, 0.13], [-0.02, -0.02, 0.00], [0.04, 0.08, -0.02], [0.01, -0.02, -0.01], [0.01, -0.13, -0.14], [0.03, -0.03, -0.02], [0.20, 1.33, 0.06], [-0.23, -0.89, 0.07], [0.13, 0.24, -0.17], [0.08, -0.02, 0.05], [-0.05, 0.06, -0.04], [-0.01, 0.08, -0.08], [0.01, 0.36, 0.02], [0.00, -0.12, 0.04], [0.04, 0.11, -0.03], [-0.06, 0.02, -0.09], [0.07, -0.15, 0.10], [0.02, -0.07, 0.02], [0.03, -0.90, -0.16], [0.82, 0.45, -0.44], [-0.09, 0.15, -0.03], [0.11, 0.24, 0.09], [-0.19, 0.13, 0.15], [-0.10, -0.02, -0.04], [0.10, -0.07, 0.06], [-0.07, -0.07, -0.04], [-0.09, -0.07, -0.05], [-0.28, -0.51, 0.24], [-0.04, -0.08, -0.04], [0.15, 0.07, 0.30], [0.09, 0.00, 0.08], [-0.82, -0.19, 0.32], [-0.17, 0.16, -0.02], [0.13, -0.10, 0.01]],
  "mulliken_charge": [-0.338, -1.507, -0.655, -0.036, -0.628, -0.541, 0.388, 0.379, 0.526, -0.697, -0.686, -0.157, -0.652, 0.489, 0.382, 0.547, 0.362, 0.387, 0.482, 0.380, 0.361, 0.320, -0.174, 0.156, 0.318, -0.662, -1.446, 0.453, -0.570, -0.342, 0.491, 0.324, 0.411, -0.133, 0.435, 1.120, 0.685, -0.169]
}

=====

4.
{
  "formula": "C18H14CuN5O3",
  "method": "ωB97M-V/def2-TZVPD",
  "total_charge": 1,
  "gap_ha": [0.329, 0.290],
  "spin_multiplicity": 2,
  "lumo_ev": [-3.36, -4.34],
  "species": ["C", "C", "N", "H", "C", "O", "H", "H", "H", "O", "C", "H", "C", "O", "C", "H", "H", "H", "C", "C", "Cu", "C", "C", "C", "C", "N", "H", "N", "H", "C", "N", "H", "C", "H", "C", "C", "C", "N", "C", "H", "H"],
  "positions_angstrom": [[5.066, 8.590, 11.165], [4.002, 8.425, 6.966], [5.380, 8.464, 12.484], [3.262, 13.927, 7.402], [5.659, 14.973, 4.617], [4.833, 7.655, 10.399], [5.754, 9.237, 13.001], [4.026, 10.816, 12.459], [3.577, 16.316, 6.912], [6.677, 9.794, 3.353], [6.024, 12.488, 4.161], [3.561, 6.389, 7.295], [5.989, 10.080, 4.317], [6.679, 12.631, 3.156], [4.903, 10.012, 10.646], [4.462, 13.387, 9.043], [5.590, 7.515, 12.812], [6.359, 15.154, 3.795], [3.948, 14.257, 6.627], [5.258, 8.992, 5.112], [4.768, 11.380, 6.486], [4.546, 12.451, 9.528], [5.325, 7.675, 4.689], [4.271, 12.298, 10.905], [4.019, 7.113, 6.620], [4.621, 13.293, 5.981], [3.586, 8.751, 7.891], [4.621, 9.384, 6.240], [3.905, 13.159, 11.486], [4.100, 15.586, 6.328], [5.659, 11.305, 4.789], [4.651, 5.702, 5.215], [5.022, 15.968, 5.342], [5.840, 7.461, 3.789], [5.410, 13.621, 4.951], [5.167, 10.249, 9.278], [4.404, 11.048, 11.445], [4.899, 11.446, 8.692], [4.679, 6.748, 5.485], [5.225, 17.027, 5.143], [5.493, 9.477, 8.619]],
  "atomic_forces_ev_per_a": [[-0.51, -0.33, -0.82], [0.59, 1.45, -0.04], [0.06, -0.95, -0.52], [0.09, 0.09, -0.13], [-0.01, -1.02, -0.07], [0.46, 0.86, 0.93], [0.10, 0.08, 0.08], [0.52, 0.27, -0.59], [-0.25, 0.26, 0.07], [-0.54, 0.12, 1.00], [0.13, -0.71, 0.00], [0.07, 0.17, -0.35], [0.00, -1.02, -1.19], [-0.49, 0.30, 0.75], [0.36, -0.07, -0.53], [-0.22, 0.90, -0.14], [-0.21, 0.75, -0.17], [-0.33, 0.05, 0.34], [-0.05, -0.33, 0.04], [0.58, 0.41, 0.03], [0.27, -0.15, 0.27], [-0.06, -1.01, 0.44], [-0.73, 0.72, 1.07], [0.02, 1.05, -1.26], [-0.48, -0.43, 0.99], [-0.14, 0.22, 0.05], [-0.52, 0.11, 0.42], [0.01, -0.78, -0.36], [0.28, -0.55, -0.40], [0.66, 0.29, -0.25], [0.28, 0.61, 0.00], [0.24, -0.06, -0.16], [-0.08, -0.03, -0.03], [0.42, -0.27, -0.61], [0.25, 1.67, -0.19], [-0.99, 1.06, 0.99], [-0.26, -1.14, 0.45], [0.14, -0.48, 0.98], [0.22, -1.16, -1.13], [-0.15, -0.49, 0.06], [0.28, -0.48, 0.00]],
  "mulliken_charge": [0.257, 0.122, -0.409, 0.787, -0.684, -0.598, 0.224, 0.462, 0.417, -0.606, -0.026, 0.410, 0.246, -0.578, 0.235, 0.692, 0.270, 0.470, 0.110, 0.599, -0.605, -0.233, -0.680, -0.828, -0.871, 0.004, 0.685, 0.039, 0.387, -0.885, -0.034, 0.432, -0.218, 0.572, 0.800, -0.437, -0.275, -0.512, -0.252, 0.428, 1.083]
}

=====

5.
{
  "formula": "C18H14FN2O2S",
  "method": "ωB97M-V/def2-TZVPD",
  "total_charge": -1,
  "gap_ha": 0.225,
  "spin_multiplicity": 1,
  "lumo_ev": 2.61,
  "species": ["C", "C", "O", "H", "C", "C", "C", "H", "H", "H", "H", "H", "C", "H", "C", "H", "H", "C", "C", "H", "N", "C", "C", "C", "C", "C", "H", "C", "C", "C", "F", "S", "C", "H", "H", "O", "N", "H"],
  "positions_angstrom": [[-3.478, -0.060, 0.624], [-3.597, 0.550, 1.880], [5.200, 1.025, 0.151], [0.915, -3.875, -2.551], [2.902, 0.337, -0.892], [0.202, -3.289, 0.737], [-2.619, 1.455, 2.314], [-4.258, -0.732, 0.273], [0.062, 3.405, -1.466], [-2.288, -0.293, -1.150], [1.472, 0.621, 0.664], [-0.768, 2.448, 1.861], [-1.380, 1.131, 0.227], [-0.201, -3.781, 1.622], [0.335, 2.827, -0.569], [1.421, 2.756, -0.565], [1.726, -1.541, -2.375], [1.318, -2.048, -1.503], [-2.375, 0.202, -0.179], [0.025, 3.385, 0.316], [-0.121, 0.296, -2.939], [1.222, -1.337, -0.290], [0.642, -1.970, 0.827], [-0.293, 1.483, -0.655], [1.787, 0.019, -0.196], [-4.719, 0.251, 2.724], [-2.726, 1.941, 3.285], [0.294, -3.985, -0.474], [-1.526, 1.748, 1.502], [-0.242, 0.838, -1.901], [4.559, 1.900, -2.037], [4.058, 1.569, -0.520], [0.841, -3.358, -1.597], [3.257, -0.277, -1.724], [0.559, -1.405, 1.763], [3.451, 2.793, -0.072], [-5.623, -0.002, 3.424], [-0.034, -5.023, -0.541]],
  "atomic_forces_ev_per_a": [[0.75, 0.03, -0.46], [-0.38, 0.06, 0.32], [-0.27, 0.29, -0.40], [-0.07, 0.01, 0.21], [0.09, -0.24, -0.67], [0.09, -0.03, -0.20], [0.55, 0.14, -0.37], [0.14, 0.06, 0.11], [0.06, 0.12, 0.28], [-0.01, 0.25, 0.30], [0.38, -0.35, -0.31], [-0.32, -0.25, -0.11], [0.55, 0.26, -0.55], [0.02, 0.12, -0.23], [0.51, 0.42, -0.50], [-0.08, 0.22, 0.04], [-0.18, -0.22, 0.15], [-0.30, -0.14, 0.40], [-0.68, -0.37, 0.49], [0.02, -0.04, -0.16], [-0.26, 0.79, 1.40], [-0.41, -0.58, -0.51], [0.15, 0.44, -0.31], [-1.42, -0.69, 0.24], [0.88, 0.29, 1.36], [-1.34, -0.37, 1.07], [0.04, -0.18, -0.24], [0.18, 0.21, 0.09], [-0.48, -0.27, 0.36], [0.20, -0.56, -1.61], [-0.19, -0.36, 1.05], [-0.67, 0.71, -0.50], [0.17, 0.42, 0.25], [-0.04, 0.14, 0.43], [-0.02, -0.29, -0.34], [0.82, -0.75, 0.07], [1.52, 0.44, -1.21], [-0.01, 0.26, 0.05]],
  "mulliken_charge": [-0.962, 0.505, -0.587, 0.356, -0.754, -0.634, -0.991, 0.398, 0.263, 0.350, 0.495, 0.244, 1.359, 0.360, -1.108, 0.084, 0.203, -0.337, -0.246, 0.397, -0.849, 1.081, -0.185, 0.484, -0.377, 0.113, 0.392, -0.357, -0.540, 0.073, -0.307, 1.199, -0.719, 0.163, 0.322, -0.610, -0.632, 0.357]
}

=====

Number 1: E -5899.76553 a.u.. Number 2: E -3223.79264 a.u.. Number 3: E -1514.37030 a.u.. Number 4: E -2834.16530 a.u.. Number 5: E -1452.37663 a.u..